Entry 1:
C3H2F3O4 | wB97M-V/def2-TZVPD

- HOMO level (spin up / spin down) (eV) = -5.66 / -3.97
- charge = -1
- HOMO-LUMO gap (spin up / spin down) (eV) = 9.22 / 5.04

```
12
Properties=species:S:1:pos:R:3:forces:R:3:mulliken_charge:R:1
H -0.244814 3.435760 -0.718748 0.6 3.4 1.5 0.2732
O -0.353471 2.600061 -1.063095 -0.6 -3.5 -1.6 -0.3371
O -0.534136 -2.033850 0.172552 0.3 -0.7 -0.5 -0.6638
C 2.046171 -0.858134 -0.732313 -1.0 -1.5 0.9 0.4731
C 0.953453 -0.149683 -0.006044 -1.6 1.3 0.4 0.0733
O 2.901648 -0.365500 -1.428177 0.6 0.7 -0.3 -0.6615
H 0.479849 -2.382663 0.032938 -1.0 1.3 -0.3 0.5066
F -1.001450 -0.215246 1.283697 -0.9 0.6 0.4 -0.3119
F -1.257203 -0.166942 -0.882805 -0.5 -0.3 0.0 -0.2771
C -0.509119 -0.697163 0.123713 2.9 -0.6 0.1 0.9690
F 1.235454 0.681881 1.024434 0.5 -0.1 -0.4 -0.2739
O 1.854481 -2.103804 -0.450968 0.6 -0.5 -0.4 -0.7700
```
Forces are in eV/Å.



Entry 2:
C3H2F4 | wB97M-V/def2-TZVPD

- HOMO level (eV) = -9.62
- HOMO-LUMO gap (eV) = 9.54

```
9
Properties=species:S:1:pos:R:3:forces:R:3:mulliken_charge:R:1
F 0.367966 1.114099 -1.480677 0.3 -0.1 0.4 -0.2208
C 0.610822 0.085591 -0.654689 0.3 -1.7 0.2 -0.0761
C 1.127926 0.243488 0.600539 -1.3 1.8 -4.7 -0.1677
F -2.088799 0.450396 0.598732 -0.1 0.1 0.2 -0.1019
F -1.600001 -1.517321 0.203693 -0.1 -0.2 0.2 -0.1290
H 0.317066 -0.945923 -1.144145 1.3 2.3 1.3 0.3528
F 1.463943 1.428715 1.073493 -0.1 0.6 0.3 -0.2173
H 1.438612 -0.535831 1.147348 0.8 -2.8 2.1 0.4066
C -1.637532 -0.323213 -0.344295 -1.1 -0.1 0.0 0.1533
```
Forces are in eV/Å.



Entry 3:
C3H2FIN2 | wB97M-V/def2-TZVPD

- HOMO level (spin up / spin down) (eV) = -6.72 / -7.78
- multiplicity = 3
- HOMO-LUMO gap (spin up / spin down) (eV) = 6.85 / 4.58

```
9
Properties=species:S:1:pos:R:3:forces:R:3:mulliken_charge:R:1
H -0.033468 -1.622664 1.012507 -0.6 -1.0 -0.8 0.3421
N 0.603890 0.208095 0.877763 -3.9 -3.0 -3.4 -0.0318
C 0.373103 1.367287 0.391409 0.7 3.8 0.0 -0.3160
C -1.549982 -0.425343 -1.595486 -1.1 1.7 -0.9 0.0100
C -0.171358 -0.833019 0.286201 3.8 -0.6 5.6 -0.0108
N -0.706320 -0.908991 -0.853622 0.4 -0.6 -1.6 -0.1113
H 1.325688 -0.095661 1.471875 0.8 -0.2 1.3 0.2604
I 1.527966 2.839346 1.321463 0.0 0.3 -0.4 0.0009
F -1.369519 -0.529051 -2.912110 -0.1 -0.3 0.2 -0.1435
```
Forces are in eV/Å.



Taking the records one at a time from the top gives E_tot values of -716.0161, -514.8234, -622.3102 a.u..